1.
59
Properties=species:S:1:pos:R:3:forces:R:3 method="wB97M-V/def2-TZVPD" charge=-1 e_homo_ev=-7.19 lumo_ev=2.12
As 13.42088 24.33281 -19.35621 -0.4031 -1.4772 -0.9144
F 12.91180 23.84515 -21.00192 0.2549 0.7370 1.0672
F 11.91452 23.54842 -18.81537 0.8269 0.7375 -0.7009
F 13.67666 24.74410 -17.66806 0.6606 -0.1577 -1.1497
F 14.90352 24.97345 -20.09110 -1.3559 0.1404 0.9635
F 12.62587 25.90726 -19.54993 0.1914 -1.1688 0.1673
F 14.27416 22.79288 -19.27938 -0.4897 0.9587 0.6021
C 13.63435 22.12331 -14.22402 -1.9555 0.2241 -0.9324
O 12.79538 21.65162 -13.45918 0.8743 -0.0406 0.6037
N 14.85178 21.63107 -14.50825 1.2260 -0.9237 0.5858
N 13.33252 23.17806 -15.01144 -0.7198 0.8681 -0.2432
H 15.35328 21.98450 -15.30860 0.4356 0.0230 0.3079
H 15.34216 21.14091 -13.78033 -0.0051 -0.2805 -0.3118
H 12.39275 23.57410 -14.95513 0.2940 -0.1086 0.0123
H 13.92576 23.50576 -15.75161 0.1425 -0.0173 0.0769
C 13.33754 22.78072 -24.43260 -1.2840 -0.4410 0.3967
O 13.19966 22.41917 -25.59098 0.2453 0.1816 0.2337
N 14.52917 22.87014 -23.76870 1.4406 -0.5485 0.1062
N 12.29566 23.09080 -23.60348 -0.6823 0.1196 -0.2502
H 15.19114 22.18670 -24.11226 0.1139 0.3397 -0.2961
H 14.47734 22.77999 -22.76427 -0.1810 0.2634 0.0625
H 11.35472 22.95080 -23.92487 0.1530 0.1372 -0.2558
H 12.41822 23.42809 -22.66114 0.0915 -0.0856 -0.2621
C 9.08065 25.71670 -21.18078 -0.5335 1.8296 -0.2495
O 8.13940 26.02483 -21.90714 0.4849 -0.5735 0.0811
N 9.58949 24.47127 -21.04537 -0.3766 -1.5193 -0.7064
N 9.77007 26.62786 -20.43627 0.3850 -0.8391 0.5206
H 9.29602 23.81381 -21.74768 -0.1430 -0.0267 0.2272
H 10.24275 24.13477 -20.35879 0.1470 0.3861 0.0162
H 9.62223 27.61694 -20.41533 -0.3214 -0.1170 -0.0962
H 10.45680 26.18131 -19.85590 0.4018 0.8389 0.2390
C 16.63274 24.34105 -15.45491 -0.4617 -0.3390 -0.7547
O 16.96352 23.26786 -15.96868 -0.5378 0.6445 0.7563
N 16.65899 25.51371 -16.16581 0.7760 -0.6276 -0.5240
N 16.09254 24.52533 -14.23148 0.2889 -0.5222 1.3257
H 16.43459 25.29867 -17.12745 0.2625 0.8167 -0.1021
H 16.31032 26.32898 -15.70451 -0.3987 0.2489 -0.4720
H 15.89459 25.44561 -13.89446 -0.1964 0.0735 -0.0846
H 15.77431 23.76530 -13.65336 0.3009 -0.1536 -0.2267
C 10.04745 23.41757 -15.56649 1.9670 -1.5671 -0.0778
O 10.77002 24.21843 -14.96755 -1.5253 0.5190 0.0116
N 10.45916 22.88792 -16.74113 0.0039 0.6748 0.0840
N 8.97669 22.75823 -15.08244 -1.6036 0.4996 1.3018
H 11.32299 23.26563 -17.08192 -0.0738 -0.3024 -0.4255
H 9.94107 22.18226 -17.22545 0.1484 0.0633 -0.2397
H 8.60244 22.99029 -14.17801 0.2865 0.1138 -0.0430
H 8.66579 21.88432 -15.45705 0.1338 0.0136 -0.2394
O 13.89864 28.04128 -20.60402 -0.1242 0.0919 0.2534
H 13.40624 27.37232 -20.10427 0.1563 0.2338 -0.2622
H 13.61432 27.92177 -21.51450 0.0945 -0.0429 -0.0295
O 17.48252 25.36470 -19.98679 -0.0613 -0.2267 0.2544
H 17.44690 25.83067 -20.82980 0.1424 0.0108 0.0038
H 16.56971 25.06955 -19.83102 0.5774 0.0571 -0.2044
O 16.75136 27.80638 -21.34177 0.2711 -0.0631 -0.2199
H 16.28908 27.33005 -20.64299 -0.3210 0.2717 0.0008
H 17.01361 28.63538 -20.93380 -0.0282 0.0059 0.0238
O 17.10731 21.20395 -19.29280 0.0040 -0.0748 -0.0748
H 17.50950 21.92386 -19.78853 -0.0106 0.0711 0.0721
H 16.41908 21.62748 -18.76860 0.0108 0.0495 -0.0086

---

2.
84
Properties=species:S:1:pos:R:3:forces:R:3 method="wB97M-V/def2-TZVPD" charge=+2 e_homo_ev="-10.79 / -10.82" lumo_ev="-7.65 / -7.57" relative_energy_kcal_mol=0.00
C -0.93444 0.29288 4.87195 0.7047 -0.1690 0.6720
C -0.26166 -0.75727 4.13822 1.0065 0.7306 0.5895
C 0.77285 -0.15163 3.34390 0.3866 0.2552 1.3281
H -0.39915 -1.82837 4.27680 -0.0965 0.3833 -0.2570
C 0.75159 1.26363 3.58653 0.5960 -0.7409 0.9430
C -0.27835 1.53592 4.53779 0.7008 -0.7994 0.3026
H -0.44371 2.49275 5.02677 -0.0852 -0.2729 -0.3444
H -1.68237 0.15665 5.65445 0.3495 0.0597 -0.3091
H 1.54540 -0.68428 2.78843 -0.4655 0.3691 0.0075
H 1.48138 1.97994 3.20861 -0.3699 -0.2625 -0.0776
Zr -1.33911 0.65009 2.64474 -1.2567 0.2973 -2.8023
Si 1.60702 -0.09851 -2.89593 2.0469 -0.9046 -1.4868
C 0.91923 -1.15437 -4.25628 -0.5139 -0.1759 0.4387
C 0.22259 -0.69644 -5.38741 0.1373 -0.4881 -0.1352
H -0.08007 0.34754 -5.45949 0.0943 -0.1949 -0.0756
C -0.05304 -1.58607 -6.43334 0.0964 -0.0183 0.1103
H -0.57924 -1.24073 -7.32667 0.1803 -0.0812 0.3302
C 0.36951 -2.92172 -6.35610 0.0760 0.0636 0.2987
H 0.18548 -3.61043 -7.18697 0.0479 0.3304 0.3139
C 1.02518 -3.38564 -5.20657 -0.1236 0.1411 -0.0559
H 1.35857 -4.42241 -5.12818 -0.1720 0.2908 -0.1110
C 1.26670 -2.51085 -4.14684 -0.0445 -0.1261 -0.4499
H 1.75247 -2.87843 -3.23945 -0.0511 0.0940 -0.3228
C 2.64946 1.24355 -3.64346 -0.2827 0.8406 0.3283
C 3.69628 0.76199 -4.45620 -0.1115 0.3363 -0.0139
H 3.83274 -0.32097 -4.58053 -0.0020 0.5007 -0.0439
C 4.54275 1.66722 -5.10501 -0.1829 -0.0176 0.1773
H 5.34028 1.29432 -5.74914 -0.2171 0.1186 0.1978
C 4.36670 3.04689 -4.92848 -0.1794 -0.2807 0.2423
H 5.04362 3.74449 -5.43431 -0.3710 -0.2542 0.2399
C 3.34451 3.51711 -4.09306 -0.0227 0.0456 0.0462
H 3.22132 4.59260 -3.95146 0.0278 -0.3131 -0.0507
C 2.47836 2.62510 -3.44276 0.4415 -0.2891 -0.5325
H 1.66112 2.98329 -2.80439 0.4030 0.0094 -0.2752
H 2.63598 -0.92335 -2.22016 -0.0108 -0.4099 0.1319
Si 0.37528 0.05291 -0.82053 0.6960 -0.3907 1.8667
C 1.69154 0.86475 0.20322 -0.6697 -0.4314 0.1132
C 2.85465 0.09507 0.37199 0.4596 0.4045 -0.4372
H 2.80712 -0.99573 0.30942 0.1569 0.4074 -0.3437
C 4.08310 0.73819 0.50981 -0.1733 -0.2057 0.3308
H 4.99071 0.13750 0.47834 -0.1112 0.2614 0.1893
C 4.12551 2.12735 0.65775 -0.0237 -0.0769 -0.1047
H 5.08953 2.63131 0.74451 -0.3173 -0.1147 -0.0370
C 2.93925 2.86436 0.70955 -0.1429 -0.0027 0.3496
H 2.97027 3.93653 0.89124 0.0476 -0.1946 -0.0117
C 1.70845 2.23373 0.51740 0.4220 0.0123 -0.4713
H 0.77697 2.80642 0.57439 0.3058 -0.0841 -0.3651
C 0.04418 -1.74925 -0.52395 -0.6873 0.2905 -0.2555
C 0.65539 -2.49853 0.49224 0.2542 -0.2223 -0.3547
H 1.11092 -1.99996 1.35294 0.1234 -0.2822 -0.5291
C 0.69387 -3.89186 0.38299 -0.2232 0.1171 0.2200
H 1.24141 -4.46583 1.13146 -0.2431 0.0610 -0.1893
C 0.06037 -4.53238 -0.68579 0.0682 0.1583 -0.1173
H 0.13705 -5.61342 -0.79917 0.0102 0.2824 0.0407
C -0.68088 -3.78672 -1.60957 -0.2440 -0.0308 0.3329
H -1.17956 -4.27318 -2.44722 0.0033 0.0412 0.3142
C -0.76269 -2.40304 -1.47284 0.5732 -0.2217 -0.2326
H -1.38597 -1.82042 -2.15772 0.3767 -0.2013 -0.0274
H -0.01283 0.79904 -2.00324 -0.7460 0.6235 -0.5315
Cl -1.56660 0.82812 0.10599 -1.0065 0.2700 0.8273
C -2.90751 -1.94063 1.60890 -0.2283 -0.1659 -0.2471
N -2.99059 -0.92808 2.69530 -0.1947 -0.5301 0.2859
C -3.20760 -1.69942 3.95424 -0.2619 -0.2469 0.0417
C -4.19088 -0.06196 2.46654 -0.1069 -0.1075 0.4040
C -4.21844 1.10284 3.45769 -0.0372 0.4128 -0.3232
N -3.03117 2.01549 3.29774 -0.4340 0.5480 0.0211
C -3.21789 2.90422 2.10717 -0.3741 0.1558 -0.3054
C -3.00641 2.91569 4.47405 -0.1894 0.1141 0.1935
H -2.02607 -2.58445 1.75488 -0.3205 0.2219 -0.0231
H -3.82855 -2.55171 1.63417 0.4083 0.0864 -0.1020
H -2.82919 -1.44298 0.63712 -0.0284 -0.1791 0.2336
H -4.16200 -2.24061 3.85679 0.2745 0.0300 0.1091
H -2.40133 -2.43139 4.09545 -0.3439 0.3109 -0.0876
H -3.26748 -1.04962 4.83019 0.0785 -0.1593 -0.2623
H -4.21667 0.27343 1.41907 0.0945 -0.0486 0.3126
H -5.07699 -0.68601 2.65039 0.0244 0.1945 -0.2225
H -5.11942 1.71803 3.27477 0.2004 -0.3819 0.1747
H -4.24491 0.76048 4.50516 0.0439 0.0716 -0.5113
H -4.28270 3.18645 2.04018 0.4068 0.1620 -0.0385
H -2.59777 3.80607 2.22344 -0.2284 -0.3243 -0.0433
H -2.92384 2.39807 1.17569 -0.3885 0.3661 0.4667
H -3.94085 3.49686 4.47750 0.2533 -0.0412 0.1294
H -2.94681 2.33202 5.39680 0.0443 0.1224 -0.1569
H -2.15192 3.59775 4.40753 -0.3379 -0.1499 0.0199